This record from the OMol25 dataset describes a 2-piece molecular cluster, C6H8Cl2OSSi overall in a non-equilibrium geometry. The level of theory is ωB97M-V/def2-TZVPD.

Properties
lowest unoccupied orbital energy (spin up / spin down) = -0.81 / -0.91 eV
energy above the lowest of the compared OMol25 structures with the same formula, charge and spin = 362.8 kJ/mol
Kohn-Sham gap (spin up / spin down) = 8.10 / 7.10 eV
HOMO energy (spin up / spin down) = -8.92 / -8.02 eV
spin multiplicity = 1
calculated total energy = -52156.134 eV

```
19
Properties=species:S:1:pos:R:3:forces:R:3
C -4.29754 -0.37749 0.77773 1.311 -0.463 1.155
C -3.06957 0.24874 1.30142 -2.050 -0.466 0.101
C -4.32154 -0.40272 -0.56993 -0.029 0.425 -1.068
C -2.37789 0.72781 0.27780 3.399 1.725 -0.137
C 1.85238 -1.71115 -0.19364 0.602 2.662 -1.126
C 1.27684 -0.91747 1.02359 1.617 0.171 -1.317
O 1.33728 0.44342 0.62067 0.238 0.738 0.058
Si 0.60138 1.85982 0.49664 -2.121 -3.015 -0.002
S -2.97515 0.48271 -1.29676 -0.512 -0.611 1.241
Cl 1.27736 2.96178 1.97121 0.283 1.286 1.075
Cl 0.91357 2.53027 -1.32766 0.209 0.803 -1.157
H -4.89178 -0.89572 1.53939 -0.382 0.159 -0.918
H -2.93946 0.32265 2.38098 0.439 0.119 -0.469
H -4.98259 -0.82847 -1.30528 -0.441 -0.175 0.372
H 2.52818 -2.49860 -0.01863 0.552 -1.132 0.626
H 1.09649 -1.99850 -0.89818 -0.798 -0.595 0.107
H 2.42220 -0.98654 -0.88483 -0.460 -0.755 1.438
H 1.86184 -1.00486 1.97729 -0.763 -0.259 -0.884
H 0.24310 -1.13196 1.06324 -1.093 -0.617 0.904
```
Positions in Å, forces in eV/Å.

---

This record from the OMol25 dataset describes one molecule with the formula C3H3NO4 in a non-equilibrium geometry. The level of theory is ωB97M-V/def2-TZVPD.

Properties
structure (SMILES) = O=C1CO/C(=N\O)O1
lowest unoccupied orbital energy = 0.12 eV
energy above the lowest of the compared OMol25 structures with the same formula, charge and spin = 448.5 kJ/mol
Kohn-Sham gap = 9.50 eV
HOMO energy = -9.38 eV
spin multiplicity = 1
calculated total energy = -12835.675 eV

```
11
Properties=species:S:1:pos:R:3:forces:R:3
O 1.03949 -1.41306 -2.09225 1.726 -2.923 -3.342
C 0.81704 -1.02495 -1.05093 -2.119 4.148 2.932
C 1.26536 -0.90010 0.36487 5.276 0.353 0.731
O 0.30951 -0.22323 1.01384 -2.332 2.027 2.315
C -0.34630 0.63923 0.12404 -0.999 -2.501 1.037
N -1.27627 1.48169 0.38530 1.576 -1.571 0.583
O -1.50909 1.28997 1.79173 -2.992 2.638 -0.314
O -0.20842 0.02128 -1.01952 0.056 0.834 -2.837
H 1.62809 -1.81372 0.94509 -0.750 1.190 -1.035
H 2.24046 -0.05694 0.36233 -1.985 -2.741 -0.554
H -2.40316 1.81400 1.81715 2.542 -1.453 0.484
```
Positions in Å, forces in eV/Å.

---

This record from the OMol25 dataset describes an isolated ion of composition C8H12NO5S and charge -1 in a non-equilibrium geometry. The level of theory is ωB97M-V/def2-TZVPD.

Properties
lowest unoccupied orbital energy (spin up / spin down) = 3.25 / 0.84 eV
net charge = -1
Kohn-Sham gap (spin up / spin down) = 4.04 / 6.00 eV
HOMO energy (spin up / spin down) = -0.79 / -5.17 eV
spin multiplicity = 3
calculated total energy = -31048.566 eV

```
27
Properties=species:S:1:pos:R:3:forces:R:3
C 0.02111 1.37526 -1.93406 6.840 -0.356 7.510
C -0.43304 -1.96530 -0.24748 -0.189 2.237 0.851
C -1.25177 0.25135 0.80123 3.071 1.554 0.602
C -0.64579 1.07986 1.97855 1.863 -1.681 -3.178
C 1.29659 -0.02392 0.28276 -0.893 -0.168 0.126
C -0.18501 -0.27054 -0.23666 -0.689 -1.272 0.687
C 1.72040 -1.14355 1.19643 1.996 0.696 2.055
C -1.34505 -0.48398 -2.48823 3.305 -1.779 -1.730
N -0.34831 0.13697 -1.60197 -2.475 -4.198 0.573
O 0.25066 -2.41711 -1.12688 1.480 -2.016 -1.684
O -0.36779 2.01777 -2.83435 -4.053 4.991 -7.827
O -1.20000 -2.44405 0.58491 -0.176 -0.146 0.158
O 1.95229 1.40366 2.60353 0.467 -0.920 -0.135
O 1.18320 2.71473 0.71094 -0.349 -2.096 0.280
S 1.13585 1.40020 1.40723 -1.099 3.034 0.604
H 0.65611 1.86273 -1.13600 -0.848 -0.063 -0.630
H -1.58197 -0.63627 1.17712 -1.271 -2.270 1.206
H -2.05116 0.75990 0.38727 -1.419 1.138 -1.279
H -1.03388 2.03338 2.00626 -0.826 2.147 0.285
H -0.68720 0.58336 2.91365 0.356 -0.425 0.844
H 2.03953 0.04483 -0.52584 -0.469 0.774 0.200
H 0.93867 -1.34720 1.92194 -0.019 -0.210 0.186
H 2.69970 -0.87980 1.80067 -1.919 -0.390 -1.248
H 1.90299 -2.01360 0.62016 0.093 -0.864 -0.496
H -1.25371 -1.64039 -2.43117 0.415 2.089 -0.359
H -2.34719 -0.35812 -2.29520 -2.424 1.236 0.678
H -1.06521 -0.04017 -3.53483 -0.769 -1.043 1.722
```
Positions in Å, forces in eV/Å.

---

This record from the OMol25 dataset describes C20H22F12N2O6Sn as an isolated structure in a non-equilibrium geometry. The level of theory is ωB97M-V/def2-TZVPD.

Properties
lowest unoccupied orbital energy = -2.47 eV
energy above the lowest of the compared OMol25 structures with the same formula, charge and spin = 253.9 kJ/mol
Kohn-Sham gap = 7.06 eV
HOMO energy = -9.53 eV
spin multiplicity = 1
calculated total energy = -74804.780 eV

```
63
Properties=species:S:1:pos:R:3:forces:R:3
Sn -0.29630 0.33430 -0.02460 0.868 -0.717 -0.996
O 0.58790 2.70590 -0.95460 -0.500 -0.526 0.924
C 0.94730 2.69180 -2.31110 0.248 -0.219 -0.865
C 0.03470 1.79300 -3.15560 0.124 0.407 0.071
N 0.05340 0.40430 -2.71430 -0.776 0.535 1.888
C 1.29620 -0.26430 -2.92370 1.648 -0.200 0.723
C 2.40890 -0.03990 -1.78580 -1.319 -0.271 -2.922
O 3.54640 -0.03350 -2.18530 0.939 -0.006 0.276
O 1.96690 0.04390 -0.61950 -1.764 0.478 2.633
C -1.09480 -0.36890 -3.11100 -0.685 -1.210 0.037
C -1.22640 -1.70740 -2.26120 0.397 1.582 -2.442
O -1.27010 -2.75280 -2.86020 -0.197 -0.580 0.146
O -1.28010 -1.52420 -1.01130 0.536 1.451 2.864
H -0.30500 3.06590 -0.85600 -0.260 0.146 0.109
H 1.98020 2.33630 -2.34580 -0.090 0.134 -0.061
H 0.91410 3.70610 -2.73160 0.033 -0.168 0.099
H 0.36330 1.85300 -4.20300 -0.083 0.040 0.063
H -0.99240 2.17100 -3.08410 0.124 -0.137 -0.050
H 1.79000 0.03750 -3.85220 -0.191 -0.070 -0.061
H 1.14440 -1.34640 -2.91450 -0.077 0.052 -0.202
H -1.03540 -0.67950 -4.15900 -0.017 0.094 0.021
H -2.00700 0.20770 -2.93670 0.063 0.051 -0.101
C -0.28170 1.32940 4.58330 0.106 0.071 -0.350
C -0.04340 1.59610 3.07700 -0.315 0.577 0.452
C 1.15330 2.50120 2.83790 -0.244 -0.152 -0.153
C 0.09630 0.27210 2.44310 -0.389 -0.098 -1.901
H -0.38230 2.28240 5.09500 0.014 0.080 0.101
H 0.55970 0.78730 5.00810 0.065 -0.066 0.152
H -1.19470 0.75880 4.73200 -0.057 -0.075 0.072
H -0.94290 2.10570 2.72070 0.046 -0.124 -0.083
H 2.06170 2.05440 3.23330 0.169 -0.019 0.054
H 0.99130 3.46390 3.31480 0.068 0.100 0.024
H 1.28040 2.65840 1.76730 0.141 0.118 -0.087
H -0.67670 -0.45900 2.66800 0.124 -0.057 -0.066
H 1.09570 -0.13710 2.33400 -0.040 -0.142 0.085
F -2.49720 3.97500 1.68390 0.199 -0.013 0.124
C -3.46940 3.63730 0.83260 0.092 0.430 0.232
F -4.62510 3.76630 1.48470 -0.228 -0.120 0.021
F -3.45920 4.54490 -0.14390 0.058 0.027 -0.370
C -3.21170 2.20550 0.28320 -0.871 -0.074 0.084
O -1.92140 2.07930 -0.00440 2.127 -1.053 -0.376
C -4.07580 1.97440 -0.98320 -0.121 0.126 -0.571
F -3.46040 2.48500 -2.05620 0.130 0.227 -0.099
F -4.22940 0.67160 -1.23200 0.016 -0.357 0.082
F -5.28820 2.52130 -0.91940 -0.164 0.098 0.138
C -3.69660 1.20780 1.35840 -0.244 -0.187 0.581
F -3.24390 1.55040 2.57230 0.137 0.190 0.244
F -5.02310 1.12790 1.44200 -0.132 -0.033 -0.123
F -3.23030 -0.02380 1.13700 0.299 -0.339 -0.315
F 2.11790 -6.73270 -0.89160 0.003 0.220 -0.185
C 1.55070 -6.48380 0.29530 0.199 -0.376 0.081
F 2.44510 -6.87590 1.22700 0.020 0.148 0.098
F 0.50260 -7.30520 0.40940 -0.285 0.116 0.021
C 1.19750 -5.03110 0.48050 -0.016 0.127 0.036
C 2.15640 -4.06590 0.20620 -0.250 -0.099 0.148
C 1.84300 -2.74630 0.48680 0.519 -0.146 -0.198
N 0.67270 -2.35830 0.96980 -0.206 0.343 -0.061
C -0.24410 -3.28530 1.20130 -0.170 -0.295 0.066
C -0.03260 -4.63960 0.98840 0.218 -0.013 -0.057
H 3.11940 -4.32970 -0.20180 0.087 -0.006 -0.009
H 2.56270 -1.96250 0.30890 0.105 0.059 -0.060
H -1.19420 -2.93000 1.57480 -0.145 -0.052 0.001
H -0.79880 -5.36540 1.20730 -0.085 -0.022 0.012
```
Positions in Å, forces in eV/Å.

---

This record from the OMol25 dataset describes C25H20NO3P2PtS2 as an isolated structure in a non-equilibrium geometry. The level of theory is ωB97M-V/def2-TZVPD.

Properties
lowest unoccupied orbital energy (spin up / spin down) = 2.49 / 2.42 eV
net charge = -1
Kohn-Sham gap (spin up / spin down) = 6.01 / 6.27 eV
HOMO energy (spin up / spin down) = -3.52 / -3.85 eV
spin multiplicity = 1
calculated total energy = -77375.829 eV

```
54
Properties=species:S:1:pos:R:3:forces:R:3
Pt -0.03505 -0.23287 -0.31436 0.052 1.226 1.513
S -2.69571 0.61610 0.09291 0.340 -0.738 -0.152
P -1.64131 2.30051 0.06069 1.068 -0.036 -0.444
C -0.03286 1.76883 -0.27533 -0.036 1.030 0.576
P 1.58654 2.28909 -0.00049 -0.962 -0.179 -0.689
S 2.62469 0.58779 0.07004 -0.441 -0.764 -0.098
C 2.22187 3.28593 -1.39854 0.059 -0.174 0.233
C 3.59260 3.50798 -1.50742 -0.069 0.094 -0.032
C 4.10973 4.09472 -2.64822 0.112 0.017 0.036
C 3.26443 4.45167 -3.68963 -0.015 0.053 -0.086
C 1.90075 4.23721 -3.58193 -0.004 0.049 -0.076
C 1.37878 3.64805 -2.44032 -0.031 0.025 0.117
C 1.99331 3.24557 1.50238 -0.217 -0.052 -0.129
C 1.69751 2.60566 2.70443 0.039 -0.032 0.009
C 2.04854 3.18165 3.90973 0.016 0.015 0.069
C 2.72350 4.39519 3.92346 0.004 0.044 0.019
C 3.01155 5.03865 2.73157 0.086 0.170 0.100
C 2.63946 4.47600 1.52003 -0.147 -0.086 -0.072
C -1.96172 3.18933 1.62719 0.128 -0.178 -0.146
C -2.68837 4.36772 1.74494 0.079 -0.083 -0.085
C -3.02250 4.84554 3.00200 -0.076 0.130 0.134
C -2.63964 4.15569 4.14018 -0.025 0.058 0.017
C -1.90768 2.98216 4.02611 0.016 -0.044 0.034
C -1.57443 2.49958 2.77503 -0.011 0.046 -0.024
C -2.24233 3.43620 -1.24135 -0.048 -0.163 0.061
C -3.08928 2.92650 -2.22049 -0.022 0.038 0.076
C -3.45809 3.70873 -3.30166 -0.015 0.099 -0.114
C -2.98150 5.00597 -3.41471 -0.022 0.022 -0.046
C -2.13250 5.51789 -2.44407 0.054 0.147 -0.026
C -1.75601 4.73697 -1.36556 -0.030 -0.137 0.074
H 4.24553 3.19103 -0.70356 0.065 -0.022 -0.026
H 5.17508 4.25833 -2.73662 0.064 -0.005 -0.010
H 3.67385 4.88141 -4.59456 0.019 0.049 -0.015
H 1.23972 4.50949 -4.39472 -0.012 -0.001 -0.023
H 0.31886 3.44320 -2.36440 0.015 -0.087 0.019
H 1.21400 1.63670 2.67195 0.035 0.003 0.014
H 1.80926 2.68545 4.84135 0.007 -0.042 0.005
H 3.02992 4.83643 4.86358 -0.029 0.019 0.013
H 3.53611 5.98583 2.74431 -0.004 0.025 -0.006
H 2.86164 4.99145 0.59532 0.007 -0.010 -0.030
H -3.01160 4.90546 0.86396 -0.029 -0.032 -0.001
H -3.60040 5.75590 3.09201 -0.015 0.044 0.006
H -2.92525 4.52557 5.11598 0.021 0.025 0.044
H -1.61688 2.43487 4.91295 0.022 -0.019 0.028
H -1.03876 1.56441 2.66098 -0.038 -0.002 0.029
H -3.44484 1.90891 -2.12131 -0.007 -0.001 -0.002
H -4.11562 3.30569 -4.06097 -0.008 -0.021 -0.015
H -3.26142 5.62006 -4.26090 -0.030 0.005 -0.021
H -1.75542 6.52851 -2.53509 0.025 0.022 -0.002
H -1.07051 5.13148 -0.62400 0.028 0.026 0.012
O -0.09166 -2.01768 -1.89246 -0.037 -0.251 -0.441
N -0.14142 -2.86079 -0.96991 -0.021 -0.478 -0.663
O -0.23139 -4.05336 -1.19082 -0.002 -0.280 0.097
O -0.09467 -2.41193 0.20952 0.038 0.436 0.138
```
Positions in Å, forces in eV/Å.

---

Question: Among the records above, which one has the highest calculated total energy?
Answer: C3H3NO4